{
  "formula": "C4H8",
  "method": "ωB97M-V/def2-TZVPD",
  "homo_lumo_gap_ev": 11.4,
  "smiles": "C=C.C=C",
  "e_above_lowest_kj_mol": 142.47,
  "multiplicity": 1,
  "lumo_ev": 1.3,
  "species": ["C", "C", "H", "H", "H", "H", "C", "C", "H", "H", "H", "H"],
  "coordinates": [[0.49, 2.69, 2.59], [0.20, 3.40, 3.70], [-0.08, 2.74, 1.66], [1.33, 1.99, 2.64], [-0.66, 4.08, 3.67], [0.80, 3.39, 4.61], [-0.22, -2.64, -3.66], [-0.50, -3.46, -2.65], [-0.26, -2.92, -4.72], [0.16, -1.65, -3.41], [-0.83, -4.49, -2.83], [-0.43, -3.13, -1.61]],
  "mulliken_charge": [-0.43, -0.43, 0.22, 0.21, 0.21, 0.22, -0.43, -0.42, 0.23, 0.20, 0.22, 0.21]
}

***

{
  "formula": "C4H15N2O2",
  "method": "ωB97M-V/def2-TZVPD",
  "homo_lumo_gap_ev": 10.9,
  "e_above_lowest_kj_mol": 118.19,
  "charge": 1,
  "multiplicity": 1,
  "lumo_ev": -2.9,
  "species": ["C", "C", "C", "C", "N", "N", "H", "H", "H", "H", "H", "H", "H", "H", "H", "H", "H", "H", "H", "O", "H", "H", "O"],
  "coordinates": [[-1.18, 0.95, 1.18], [0.27, 0.48, 1.05], [0.71, -0.02, -0.30], [1.04, -1.27, -0.59], [0.83, 1.00, -1.38], [-2.08, 0.21, 0.28], [-1.26, 2.00, 0.86], [-1.47, 0.90, 2.25], [0.91, 1.32, 1.32], [0.49, -0.29, 1.78], [0.86, -2.02, 0.17], [1.37, -1.67, -1.56], [-0.10, 1.23, -1.89], [1.20, 1.90, -1.08], [1.40, 0.58, -2.07], [-1.96, -0.79, 0.43], [-3.05, 0.39, 0.56], [-2.04, 2.10, -2.80], [-2.01, 0.92, -1.75], [-1.59, 1.33, -2.54], [1.67, -3.22, 2.78], [2.90, -2.22, 2.88], [2.26, -2.60, 2.26]],
  "mulliken_charge": [-0.59, -0.84, 0.65, -0.91, -0.17, -0.52, 0.26, 0.40, 0.36, 0.33, 0.22, 0.28, 0.28, 0.40, 0.37, 0.21, 0.26, 0.33, 0.39, -0.72, 0.33, 0.31, -0.63]
}

***

{
  "formula": "C8H18ClNSi",
  "method": "ωB97M-V/def2-TZVPD",
  "homo_lumo_gap_ev": [8.1, 6.9],
  "e_above_lowest_kj_mol": 445.77,
  "multiplicity": 1,
  "lumo_ev": [0.1, 0.2],
  "species": ["C", "C", "C", "C", "C", "C", "C", "C", "N", "Si", "Cl", "H", "H", "H", "H", "H", "H", "H", "H", "H", "H", "H", "H", "H", "H", "H", "H", "H", "H"],
  "coordinates": [[2.58, 2.27, -1.44], [1.80, 1.59, -2.23], [1.45, -1.59, 0.00], [-0.74, -2.20, 0.82], [-0.33, -2.26, -1.70], [-2.05, 2.31, 1.16], [-0.39, 1.07, 2.21], [-0.07, -1.51, -0.42], [-1.16, 1.16, 0.98], [-0.76, 0.34, -0.46], [-2.53, 0.34, -1.65], [3.62, 2.76, -1.91], [2.55, 2.60, -0.35], [1.69, 1.21, -3.28], [1.73, -1.29, 1.11], [1.88, -2.51, -0.24], [1.99, -1.02, -0.72], [-0.68, -1.79, 1.72], [-0.26, -3.27, 0.80], [-1.86, -2.20, 0.51], [-1.31, -2.10, -1.87], [0.23, -1.83, -2.44], [-0.11, -3.36, -1.35], [-1.56, 3.32, 1.11], [-2.66, 2.49, 0.30], [-2.54, 2.31, 2.05], [0.39, 0.24, 2.00], [0.10, 1.95, 2.27], [-0.99, 0.96, 3.02]],
  "mulliken_charge": [-0.37, -0.40, -1.50, -1.44, -1.89, -1.09, -1.07, 1.27, 0.39, 0.07, -0.37, 0.15, 0.24, 0.28, 0.25, 0.49, 0.39, 0.44, 0.41, 0.30, 0.56, 0.46, 0.37, 0.34, 0.33, 0.38, 0.17, 0.51, 0.32]
}

***

{
  "formula": "C18H28BCl3GeN6O3OsS2",
  "method": "ωB97M-V/def2-TZVPD",
  "homo_lumo_gap_ev": [8.0, 6.8],
  "e_above_lowest_kj_mol": 43.31,
  "charge": 1,
  "multiplicity": 2,
  "lumo_ev": [-4.3, -5.4],
  "species": ["Os", "C", "C", "C", "C", "C", "C", "N", "N", "B", "N", "C", "C", "C", "N", "C", "C", "C", "N", "C", "C", "C", "N", "C", "C", "C", "H", "H", "H", "H", "H", "H", "H", "H", "H", "H", "H", "H", "H", "H", "H", "H", "H", "H", "H", "H", "H", "H", "H", "H", "H", "H", "H", "H", "Cl", "Ge", "Cl", "Cl", "O", "S", "O", "O", "S"],
  "coordinates": [[0.16, -0.09, -0.13], [2.23, -0.03, 4.39], [1.44, -0.80, 3.33], [1.21, -2.25, 3.76], [0.14, -0.12, 3.04], [-0.73, 0.32, 4.04], [-1.82, 0.84, 3.39], [-1.62, 0.73, 2.08], [-0.42, 0.15, 1.83], [-2.51, 1.10, 0.90], [-1.80, 2.14, 0.05], [-2.21, 3.37, -0.25], [-1.33, 3.91, -1.15], [-0.37, 2.93, -1.39], [-0.66, 1.84, -0.64], [0.74, 3.20, -2.38], [1.43, 2.01, -3.00], [1.78, 4.16, -1.77], [-2.71, -0.18, 0.07], [-3.88, -0.77, -0.14], [-3.69, -1.83, -0.99], [-2.34, -1.82, -1.32], [-1.72, -0.84, -0.61], [-1.81, -2.79, -2.34], [-0.89, -2.17, -3.38], [-1.18, -4.01, -1.66], [3.21, -0.49, 4.53], [2.39, 1.01, 4.10], [1.72, -0.04, 5.35], [2.05, -0.79, 2.43], [0.66, -2.27, 4.71], [0.63, -2.80, 3.03], [2.16, -2.75, 3.90], [-0.58, 0.25, 5.10], [-2.74, 1.28, 3.76], [-3.56, 1.51, 1.29], [-3.11, 3.77, 0.20], [-1.37, 4.89, -1.61], [0.24, 3.75, -3.18], [2.08, 1.53, -2.28], [0.72, 1.27, -3.38], [2.05, 2.33, -3.83], [2.34, 3.68, -0.97], [2.48, 4.47, -2.54], [1.30, 5.06, -1.36], [-4.77, -0.38, 0.32], [-4.43, -2.50, -1.39], [-2.71, -3.12, -2.87], [0.04, -1.88, -2.93], [-0.66, -2.89, -4.16], [-1.34, -1.29, -3.84], [-0.29, -3.72, -1.10], [-1.88, -4.48, -0.96], [-0.88, -4.75, -2.40], [2.18, 1.11, 0.57], [3.69, -0.49, 0.04], [4.76, -1.14, 1.73], [4.90, 0.84, -1.10], [3.73, -1.83, -1.26], [2.24, -2.07, -1.59], [1.65, -0.81, -2.07], [2.07, -3.26, -2.33], [1.54, -1.99, 0.35]],
  "lowdin_spin": [0.83, 0.00, 0.00, 0.00, 0.01, 0.00, 0.01, 0.00, 0.00, 0.00, 0.00, 0.01, 0.00, 0.00, 0.01, 0.00, 0.00, 0.00, 0.00, 0.03, 0.01, 0.02, 0.02, 0.00, 0.00, 0.00, 0.00, 0.00, 0.00, 0.00, 0.00, 0.00, 0.00, 0.00, 0.00, 0.00, 0.00, 0.00, 0.00, 0.00, 0.00, 0.00, 0.00, 0.00, 0.00, 0.00, 0.00, 0.00, 0.00, 0.00, 0.00, 0.00, 0.00, 0.00, 0.02, 0.01, 0.01, 0.00, 0.00, 0.00, 0.00, 0.00, 0.01]
}

***

What is the formula in the fourth record? C18H28BCl3GeN6O3OsS2

***

Look up the multiplicity of the fourth one. 2

***

What did the second record say?
{
  "formula": "C4H15N2O2",
  "method": "ωB97M-V/def2-TZVPD",
  "homo_lumo_gap_ev": 10.9,
  "e_above_lowest_kj_mol": 118.19,
  "charge": 1,
  "multiplicity": 1,
  "lumo_ev": -2.9,
  "species": ["C", "C", "C", "C", "N", "N", "H", "H", "H", "H", "H", "H", "H", "H", "H", "H", "H", "H", "H", "O", "H", "H", "O"],
  "coordinates": [[-1.18, 0.95, 1.18], [0.27, 0.48, 1.05], [0.71, -0.02, -0.30], [1.04, -1.27, -0.59], [0.83, 1.00, -1.38], [-2.08, 0.21, 0.28], [-1.26, 2.00, 0.86], [-1.47, 0.90, 2.25], [0.91, 1.32, 1.32], [0.49, -0.29, 1.78], [0.86, -2.02, 0.17], [1.37, -1.67, -1.56], [-0.10, 1.23, -1.89], [1.20, 1.90, -1.08], [1.40, 0.58, -2.07], [-1.96, -0.79, 0.43], [-3.05, 0.39, 0.56], [-2.04, 2.10, -2.80], [-2.01, 0.92, -1.75], [-1.59, 1.33, -2.54], [1.67, -3.22, 2.78], [2.90, -2.22, 2.88], [2.26, -2.60, 2.26]],
  "mulliken_charge": [-0.59, -0.84, 0.65, -0.91, -0.17, -0.52, 0.26, 0.40, 0.36, 0.33, 0.22, 0.28, 0.28, 0.40, 0.37, 0.21, 0.26, 0.33, 0.39, -0.72, 0.33, 0.31, -0.63]
}

***

Copy entry 4 word for word.
{
  "formula": "C18H28BCl3GeN6O3OsS2",
  "method": "ωB97M-V/def2-TZVPD",
  "homo_lumo_gap_ev": [8.0, 6.8],
  "e_above_lowest_kj_mol": 43.31,
  "charge": 1,
  "multiplicity": 2,
  "lumo_ev": [-4.3, -5.4],
  "species": ["Os", "C", "C", "C", "C", "C", "C", "N", "N", "B", "N", "C", "C", "C", "N", "C", "C", "C", "N", "C", "C", "C", "N", "C", "C", "C", "H", "H", "H", "H", "H", "H", "H", "H", "H", "H", "H", "H", "H", "H", "H", "H", "H", "H", "H", "H", "H", "H", "H", "H", "H", "H", "H", "H", "Cl", "Ge", "Cl", "Cl", "O", "S", "O", "O", "S"],
  "coordinates": [[0.16, -0.09, -0.13], [2.23, -0.03, 4.39], [1.44, -0.80, 3.33], [1.21, -2.25, 3.76], [0.14, -0.12, 3.04], [-0.73, 0.32, 4.04], [-1.82, 0.84, 3.39], [-1.62, 0.73, 2.08], [-0.42, 0.15, 1.83], [-2.51, 1.10, 0.90], [-1.80, 2.14, 0.05], [-2.21, 3.37, -0.25], [-1.33, 3.91, -1.15], [-0.37, 2.93, -1.39], [-0.66, 1.84, -0.64], [0.74, 3.20, -2.38], [1.43, 2.01, -3.00], [1.78, 4.16, -1.77], [-2.71, -0.18, 0.07], [-3.88, -0.77, -0.14], [-3.69, -1.83, -0.99], [-2.34, -1.82, -1.32], [-1.72, -0.84, -0.61], [-1.81, -2.79, -2.34], [-0.89, -2.17, -3.38], [-1.18, -4.01, -1.66], [3.21, -0.49, 4.53], [2.39, 1.01, 4.10], [1.72, -0.04, 5.35], [2.05, -0.79, 2.43], [0.66, -2.27, 4.71], [0.63, -2.80, 3.03], [2.16, -2.75, 3.90], [-0.58, 0.25, 5.10], [-2.74, 1.28, 3.76], [-3.56, 1.51, 1.29], [-3.11, 3.77, 0.20], [-1.37, 4.89, -1.61], [0.24, 3.75, -3.18], [2.08, 1.53, -2.28], [0.72, 1.27, -3.38], [2.05, 2.33, -3.83], [2.34, 3.68, -0.97], [2.48, 4.47, -2.54], [1.30, 5.06, -1.36], [-4.77, -0.38, 0.32], [-4.43, -2.50, -1.39], [-2.71, -3.12, -2.87], [0.04, -1.88, -2.93], [-0.66, -2.89, -4.16], [-1.34, -1.29, -3.84], [-0.29, -3.72, -1.10], [-1.88, -4.48, -0.96], [-0.88, -4.75, -2.40], [2.18, 1.11, 0.57], [3.69, -0.49, 0.04], [4.76, -1.14, 1.73], [4.90, 0.84, -1.10], [3.73, -1.83, -1.26], [2.24, -2.07, -1.59], [1.65, -0.81, -2.07], [2.07, -3.26, -2.33], [1.54, -1.99, 0.35]],
  "lowdin_spin": [0.83, 0.00, 0.00, 0.00, 0.01, 0.00, 0.01, 0.00, 0.00, 0.00, 0.00, 0.01, 0.00, 0.00, 0.01, 0.00, 0.00, 0.00, 0.00, 0.03, 0.01, 0.02, 0.02, 0.00, 0.00, 0.00, 0.00, 0.00, 0.00, 0.00, 0.00, 0.00, 0.00, 0.00, 0.00, 0.00, 0.00, 0.00, 0.00, 0.00, 0.00, 0.00, 0.00, 0.00, 0.00, 0.00, 0.00, 0.00, 0.00, 0.00, 0.00, 0.00, 0.00, 0.00, 0.02, 0.01, 0.01, 0.00, 0.00, 0.00, 0.00, 0.00, 0.01]
}